# 1
{"formula": "C17H21BrCuN5O2", "method": "the ωB97M-V functional and the def2-TZVPD basis", "symbols": ["Cu", "C", "C", "N", "C", "C", "C", "C", "C", "C", "C", "N", "C", "C", "N", "N", "H", "H", "H", "H", "H", "H", "H", "H", "H", "H", "H", "H", "H", "H", "H", "H", "H", "H", "Br", "C", "C", "N", "C", "C", "C", "C", "O", "O", "H", "H", "H"], "coordinates": [[0.598, -0.909, 0.186], [-1.766, 1.269, 0.306], [-2.523, 0.140, 0.977], [-1.730, -1.073, 0.922], [-1.525, -1.798, 2.140], [-0.343, -1.262, 2.938], [-0.420, -0.971, 4.278], [0.669, -0.392, 4.890], [1.786, -0.073, 4.121], [1.783, -0.373, 2.758], [2.856, 0.041, 1.835], [2.299, 0.678, 0.642], [1.836, 2.069, 0.869], [0.473, 2.240, 0.223], [-0.515, 1.498, 0.981], [0.744, -1.015, 2.215], [-2.360, 2.192, 0.266], [-1.572, 0.968, -0.738], [-3.513, 0.008, 0.529], [-2.605, 0.369, 2.036], [-1.904, -1.611, 0.060], [-1.346, -2.873, 1.885], [-2.394, -1.789, 2.808], [-1.342, -1.183, 4.835], [0.693, -0.129, 5.934], [2.605, 0.487, 4.581], [3.429, -0.823, 1.531], [3.576, 0.624, 2.389], [2.933, 0.625, -0.135], [2.578, 2.751, 0.448], [1.847, 2.255, 1.930], [0.522, 1.775, -0.790], [0.247, 3.316, 0.046], [-0.704, 2.016, 1.825], [2.012, 0.558, -6.743], [0.501, -0.155, -5.870], [-0.692, -0.387, -6.502], [-1.797, -0.825, -5.892], [-1.713, -1.057, -4.590], [-0.552, -0.907, -3.849], [0.579, -0.436, -4.515], [-0.502, -1.254, -2.377], [-1.505, -1.799, -1.896], [0.566, -0.902, -1.784], [-0.756, -0.210, -7.581], [-2.588, -1.406, -4.101], [1.539, -0.266, -4.022]], "nbo_charge": [0.828, -0.224, -0.216, -0.702, -0.247, 0.232, -0.259, -0.151, -0.256, 0.229, -0.267, -0.657, -0.229, -0.231, -0.645, -0.511, 0.169, 0.209, 0.199, 0.175, 0.445, 0.231, 0.178, 0.226, 0.221, 0.221, 0.228, 0.182, 0.387, 0.194, 0.189, 0.216, 0.172, 0.353, 0.059, -0.153, 0.009, -0.405, 0.066, -0.191, -0.150, 0.784, -0.721, -0.837, 0.196, 0.213, 0.240], "homo_ev": -7.230, "gap_ev": 7.48, "energy_ha": -5299.20146}


# 2
{"formula": "C7H12N2", "method": "the ωB97M-V functional and the def2-TZVPD basis", "symbols": ["C", "C", "C", "C", "C", "C", "C", "N", "N", "H", "H", "H", "H", "H", "H", "H", "H", "H", "H", "H", "H"], "coordinates": [[1.131, 0.823, 1.707], [0.809, -1.577, 0.825], [0.871, -0.272, 1.194], [0.536, -1.729, -1.607], [-1.786, 1.097, -0.246], [0.019, -2.161, -0.204], [-0.335, 1.494, -0.369], [1.540, 1.881, 2.191], [0.089, 2.593, -0.008], [1.494, -2.318, 1.123], [-0.260, -1.819, -2.387], [0.562, -0.614, -1.385], [1.535, -2.092, -1.812], [-2.452, 1.894, -0.300], [-2.003, 0.385, -1.119], [-1.866, 0.544, 0.677], [0.213, -3.271, 0.054], [-0.994, -1.811, -0.087], [0.310, 0.934, -0.894], [-0.593, 3.275, 0.500], [1.179, 2.742, 2.145]], "nbo_charge": [0.396, -0.067, -0.277, -0.596, -0.688, -0.457, 0.164, -0.603, -0.656, 0.192, 0.221, 0.203, 0.220, 0.222, 0.208, 0.229, 0.205, 0.222, 0.156, 0.322, 0.381], "de_lowest_kcal_mol": 115.1, "homo_ev": -8.502, "gap_ev": 8.34, "energy_ha": -383.23976, "smiles": "CCC=C=C=N.[H]/N=C\\C"}


# 3
{"formula": "C26H29N2O3P", "method": "the ωB97M-V functional and the def2-TZVPD basis", "symbols": ["C", "O", "C", "C", "N", "C", "O", "C", "C", "C", "C", "N", "P", "O", "C", "C", "C", "C", "C", "C", "H", "H", "H", "H", "H", "C", "C", "C", "C", "C", "C", "H", "H", "H", "H", "H", "H", "C", "C", "C", "C", "C", "C", "H", "H", "H", "H", "H", "H", "H", "H", "H", "H", "H", "H", "H", "H", "H", "H", "H", "H"], "coordinates": [[-5.924, 0.288, -2.425], [-4.679, 0.944, -2.446], [-3.656, 0.269, -1.759], [-3.153, -1.001, -2.468], [-2.012, -1.544, -1.773], [-2.124, -2.609, -0.954], [-3.134, -3.282, -0.861], [-0.905, -2.918, -0.128], [0.163, -3.880, -0.577], [0.481, -2.425, -0.430], [1.306, -1.914, 0.732], [0.750, -0.640, 1.187], [0.339, 0.698, 0.266], [0.123, 0.436, -1.168], [1.573, 2.003, 0.585], [2.235, 2.587, -0.484], [3.192, 3.560, -0.258], [3.486, 3.949, 1.039], [2.817, 3.374, 2.109], [1.860, 2.402, 1.883], [1.323, 1.959, 2.712], [3.043, 3.686, 3.118], [4.234, 4.707, 1.218], [3.707, 4.016, -1.090], [1.981, 2.275, -1.487], [-1.196, 1.281, 1.055], [-1.538, 2.620, 0.945], [-2.769, 3.057, 1.400], [-3.660, 2.155, 1.958], [-3.322, 0.815, 2.060], [-2.091, 0.376, 1.603], [-1.818, -0.667, 1.662], [-4.020, 0.110, 2.487], [-4.622, 2.496, 2.309], [-3.038, 4.100, 1.314], [-0.835, 3.311, 0.498], [1.076, -0.379, 2.107], [2.774, -1.836, 0.380], [3.239, -0.849, -0.475], [4.582, -0.770, -0.794], [5.475, -1.688, -0.266], [5.016, -2.683, 0.580], [3.673, -2.755, 0.905], [3.321, -3.531, 1.569], [5.707, -3.404, 0.993], [6.524, -1.630, -0.515], [4.932, 0.007, -1.457], [2.542, -0.140, -0.896], [1.187, -2.613, 1.572], [0.645, -1.878, -1.346], [0.549, -4.581, 0.148], [0.102, -4.279, -1.577], [-1.172, -3.003, 0.921], [-1.219, -0.921, -1.671], [-3.924, -1.775, -2.470], [-2.876, -0.755, -3.497], [-3.983, 0.007, -0.741], [-2.833, 0.986, -1.685], [-6.645, 0.988, -2.844], [-6.217, 0.031, -1.400], [-5.918, -0.625, -3.029]], "nbo_charge": [-0.249, -0.535, -0.068, -0.259, -0.628, 0.673, -0.639, -0.312, -0.390, -0.238, -0.059, -0.991, 2.128, -1.123, -0.454, -0.180, -0.209, -0.191, -0.228, -0.130, 0.203, 0.218, 0.217, 0.219, 0.237, -0.426, -0.186, -0.208, -0.212, -0.150, -0.208, 0.229, 0.210, 0.216, 0.218, 0.223, 0.403, 0.049, -0.248, -0.189, -0.218, -0.208, -0.228, 0.206, 0.213, 0.213, 0.212, 0.220, 0.202, 0.248, 0.213, 0.226, 0.229, 0.437, 0.228, 0.197, 0.162, 0.192, 0.191, 0.164, 0.166], "de_lowest_kcal_mol": 18.6, "homo_ev": -8.900, "gap_ev": 9.41, "energy_ha": -1684.79276, "smiles": "COCCNC(=O)[C@H]1C[C@@H]1[C@H](NP(=O)(c1ccccc1)c1ccccc1)c1ccccc1"}


Repeat the second record exactly.
{"formula": "C7H12N2", "method": "the ωB97M-V functional and the def2-TZVPD basis", "symbols": ["C", "C", "C", "C", "C", "C", "C", "N", "N", "H", "H", "H", "H", "H", "H", "H", "H", "H", "H", "H", "H"], "coordinates": [[1.131, 0.823, 1.707], [0.809, -1.577, 0.825], [0.871, -0.272, 1.194], [0.536, -1.729, -1.607], [-1.786, 1.097, -0.246], [0.019, -2.161, -0.204], [-0.335, 1.494, -0.369], [1.540, 1.881, 2.191], [0.089, 2.593, -0.008], [1.494, -2.318, 1.123], [-0.260, -1.819, -2.387], [0.562, -0.614, -1.385], [1.535, -2.092, -1.812], [-2.452, 1.894, -0.300], [-2.003, 0.385, -1.119], [-1.866, 0.544, 0.677], [0.213, -3.271, 0.054], [-0.994, -1.811, -0.087], [0.310, 0.934, -0.894], [-0.593, 3.275, 0.500], [1.179, 2.742, 2.145]], "nbo_charge": [0.396, -0.067, -0.277, -0.596, -0.688, -0.457, 0.164, -0.603, -0.656, 0.192, 0.221, 0.203, 0.220, 0.222, 0.208, 0.229, 0.205, 0.222, 0.156, 0.322, 0.381], "de_lowest_kcal_mol": 115.1, "homo_ev": -8.502, "gap_ev": 8.34, "energy_ha": -383.23976, "smiles": "CCC=C=C=N.[H]/N=C\\C"}


> What is the formula in the third record?

C26H29N2O3P


> What is the formula in the first record?

C17H21BrCuN5O2